Here is a 7-piece molecular cluster, H14O6S overall in a non-equilibrium geometry from the Open Molecules 2025 dataset. Energies are from wB97M-V/def2-TZVPD.

```
21
H14O6S, DFT wB97M-V/def2-TZVPD
S -3.77905 1.05348 -0.36299
H -4.52944 1.32127 -1.44051
H -4.74157 1.44944 0.46876
H -0.52174 -1.43612 0.38084
H -1.43158 -0.24636 0.45388
O -1.37804 -1.12502 0.06174
H 0.47910 2.94565 0.92188
H 1.29235 1.80800 0.15448
O 0.61743 2.01260 0.83171
H -1.27220 0.09347 -3.01951
H -0.72292 -0.36208 -1.67828
O -0.45589 0.02393 -2.55079
H 2.26583 -0.18242 -0.66945
H 1.42903 0.22882 -1.81170
O 2.24061 0.50721 -1.35306
H 0.40656 0.11535 3.26665
H 0.38907 0.44164 1.82834
O 0.29317 -0.32319 2.41601
H 2.87083 -2.48956 1.37770
H 3.47983 -3.34040 0.31032
O 3.06862 -2.49570 0.41399
```

Calculated values
Total charge: 0
Energy above the lowest of the compared OMol25 structures with the same formula, charge and spin (kJ/mol): 65.6
Structure (SMILES): O.O.O.O.O.O.S
HOMO-LUMO gap (hartree): 0.3786
Largest force on an atom (eV/A): 1.7

Results of the Mulliken charge analysis, in e, for atoms 1 through 5: atom 1 (S): -0.283, atom 2 (H): 0.150, atom 3 (H): 0.143, atom 4 (H): 0.306, atom 5 (H): 0.270